1.
Below is a 2-piece molecular cluster, C9H11N overall in a non-equilibrium geometry, with properties calculated with ωB97M-V/def2-TZVPD.

```
21
C9H11N ωB97M-V/def2-TZVPD
C -2.13059 1.16695 -0.11876
C -2.11519 -0.16464 0.30654
C -1.04054 1.78098 -0.64194
C -1.04966 -1.01007 0.02455
C 4.15586 1.13458 0.66644
C 0.85858 0.59267 0.60132
C 0.21428 -0.38769 -0.38825
C 0.23744 1.17972 -0.59230
C -1.17754 -2.50221 -0.03720
N 4.40726 1.26006 -0.45182
H -3.02898 1.74874 -0.01981
H -2.99384 -0.75285 0.43916
H -1.18782 2.64614 -1.17956
H 0.85650 1.50600 -1.38747
H 0.32881 0.75933 1.59900
H 1.95743 0.65594 0.69578
H 1.00207 -0.93960 -0.94452
H -2.08169 -2.77948 -0.52734
H -1.07596 -2.92646 0.95210
H -0.31398 -2.76808 -0.69214
H 4.26284 1.40914 -1.47727
```

Energy above the lowest of the compared OMol25 structures with the same formula, charge and spin = 54.65 kcal per mole
Spin multiplicity = 1
HOMO = -7.63 eV
Total charge = 0
Gap between HOMO and LUMO = 8.35 eV


2.
Below is a 2-piece molecular cluster, C21H24Cl2N4O6 overall in a non-equilibrium geometry, with properties calculated with ωB97M-V/def2-TZVPD.

```
57
C21H24Cl2N4O6 ωB97M-V/def2-TZVPD
O 0.79708 -1.71533 -2.43499
C 1.91675 -2.10310 -2.15034
N 2.23763 -2.59099 -0.89801
C 1.42461 -2.71203 0.24094
C 0.09434 -2.26279 0.34512
C -0.63872 -2.46534 1.51416
C -0.05291 -3.10225 2.60754
C 1.27793 -3.54811 2.54674
C 1.89354 -4.23036 3.70273
O 3.09869 -4.42368 3.70515
O 1.09088 -4.62087 4.71977
C 1.99818 -3.33929 1.35377
N 2.89471 -2.18496 -3.12048
C 2.75008 -1.74367 -4.43870
C 2.08174 -0.55566 -4.77702
C 1.95387 -0.16860 -6.11405
C 2.49527 -0.96053 -7.12998
Cl 2.31328 -0.46870 -8.79646
C 3.17581 -2.14032 -6.79972
Cl 3.85448 -3.16020 -8.04414
C 3.30713 -2.51720 -5.45966
H 3.19661 -2.89774 -0.79391
H -0.40822 -1.75239 -0.46867
H -1.67022 -2.13083 1.56746
H -0.63946 -3.25362 3.51025
H 1.68854 -5.04709 5.35230
H 3.02608 -3.68588 1.29544
H 3.60185 -2.88989 -2.95644
H 1.64280 0.06629 -4.00110
H 1.42317 0.74378 -6.36884
H 3.83077 -3.43821 -5.22883
C -3.47232 5.83935 2.35952
N -2.92669 4.48426 2.33490
C -3.52098 3.42893 1.76158
O -4.61526 3.52206 1.21918
C -2.83453 2.05443 1.84066
N -2.10081 1.60509 0.63192
C -1.24617 2.24253 -0.17161
C -1.00056 3.73419 -0.07390
O -0.63675 1.60112 -1.01003
C -2.02227 1.87989 3.13840
C -1.58470 0.43940 3.38804
O -0.85646 2.66915 3.13435
H -2.88159 6.46945 3.02611
H -3.45369 6.26285 1.35377
H -4.50692 5.81439 2.70880
H -2.02976 4.31711 2.77829
H -3.67329 1.36603 1.94064
H -2.21358 0.63631 0.37856
H -1.92397 4.26791 -0.28973
H -0.25593 4.01328 -0.81781
H -0.62438 3.99518 0.91000
H -2.64863 2.19033 3.97516
H -1.11113 0.37198 4.36815
H -2.45448 -0.21766 3.37554
H -0.87388 0.12076 2.62589
H -0.18755 2.19127 2.63365
```

Energy above the lowest of the compared OMol25 structures with the same formula, charge and spin = 0.00 kcal per mole
Spin multiplicity = 1
HOMO = -8.58 eV
Total charge = 0
SMILES = O=C(Nc1cccc(C(=O)O)c1)Nc1ccc(Cl)c(Cl)c1.CNC(=O)[C@@H](NC(C)=O)[C@@H](C)O
Gap between HOMO and LUMO = 8.72 eV


3.
Below is an isolated molecule of C11H7NO in a non-equilibrium geometry, with properties calculated with ωB97M-V/def2-TZVPD.

```
20
C11H7NO ωB97M-V/def2-TZVPD
O -4.66042 -0.97456 0.44505
C -3.54732 -0.86663 0.04085
N -2.45655 -0.66839 -0.33928
C -1.38596 0.25421 -0.27004
C -1.61473 1.60597 -0.18094
C -0.45186 2.39528 0.02053
C 0.84760 1.98548 0.08924
C 1.04014 0.56394 0.08926
C 2.29086 0.00054 0.14263
C 2.50555 -1.38081 0.18691
C 1.40823 -2.21460 -0.06389
C 0.14771 -1.72379 -0.19602
C -0.05879 -0.32097 -0.08026
H -2.56436 2.11174 -0.23982
H -0.53142 3.45169 0.13410
H 1.64047 2.77478 0.14242
H 3.13553 0.63219 0.21451
H 3.46659 -1.89532 0.32803
H 1.43444 -3.29838 -0.13629
H -0.64574 -2.43235 -0.32698
```

Energy above the lowest of the compared OMol25 structures with the same formula, charge and spin = 2.06 kcal per mole
Spin multiplicity = 1
HOMO = -8.38 eV
Total charge = 0
SMILES = O=C=Nc1cccc2ccccc12
Gap between HOMO and LUMO = 8.58 eV


4.
Below is C18H29ClOPt as an isolated structure in a non-equilibrium geometry, with properties calculated with ωB97M-V/def2-TZVPD.

```
50
C18H29ClOPt ωB97M-V/def2-TZVPD
C -0.03773 -0.14719 -4.65424
C 1.35027 0.37351 -4.68264
C -0.28123 -1.56059 -5.03044
C -1.16463 0.81451 -4.71714
Cl -0.17353 -0.64989 -1.22274
H -0.29203 -1.70259 -6.12284
H -1.24593 -1.91799 -4.66734
H 0.49397 -2.22419 -4.64464
H 1.67547 0.63051 -5.70344
H 2.06787 -0.35819 -4.30914
H 1.45547 1.28481 -4.09194
H -1.35653 1.16011 -5.74534
H -0.96963 1.71011 -4.12574
H -2.09773 0.37191 -4.36584
C 1.35537 -1.86289 3.02766
C 0.76757 -2.97649 2.38796
C 1.19707 -2.99279 1.03616
H 0.11777 -3.69769 2.85316
C 2.06447 -1.89039 0.85556
C 2.16167 -1.19939 2.07666
H 2.75717 -0.32329 2.26966
H 1.24287 -1.59089 4.06306
H 0.92667 -3.71409 0.28436
H 2.52307 -1.60239 -0.07364
C -2.21863 -0.07089 2.56266
C -2.08343 -1.39939 3.01296
C -2.37653 -2.26169 1.93106
H -1.79473 -1.70629 4.00476
C -2.69233 -1.47129 0.81076
C -2.58643 -0.11409 1.19366
H -2.74983 0.73571 0.55606
H -2.09643 0.81911 3.15546
H -2.35103 -3.33849 1.95576
H -2.92593 -1.83069 -0.17584
Pt -0.27463 -1.02069 1.30106
C -0.12443 3.44851 0.68386
C -0.79713 2.13741 1.10696
O 0.13967 1.08861 1.32596
C 1.06377 1.39551 2.39456
C 2.36527 2.19431 2.33626
H 0.31157 3.96371 1.55236
H -0.87413 4.14301 0.25296
H 0.65307 3.25981 -0.09234
H -1.51623 2.35171 1.90736
H -1.25393 1.91691 0.12136
H 0.47227 2.00941 3.11126
H 1.06137 0.58681 3.13326
H 2.24227 3.21631 1.95506
H 2.69247 2.31791 3.40876
H 3.17627 1.69441 1.79676
```

Spin multiplicity = 5
Expectation value of S² = 6.02
HOMO (spin up / spin down) = -13.98 / -15.17 eV
Total charge = +2
Gap between HOMO and LUMO (spin up / spin down) = 6.10 / 7.17 eV